ORCA calculation (ωB97M-V/def2-TZVPD) on a molecular structure, HNO3S3 at a distorted geometry.

Results
E_HOMO in Eh: -0.3585
Spin multiplicity: 1
Gap between HOMO and LUMO in eV: 8.229
Total energy in a.u.: -1475.50499
Energy relative to the best compared isomer or geometry (same formula, charge and spin) in kcal per mole: 46.4

Atoms and positions in Å:
N 0.7891 -0.9002 0.3083
O -0.4158 2.8660 0.1182
O -1.7304 -0.6086 0.6318
O -0.8455 -1.0832 -1.5792
S 1.3136 0.4140 1.1709
S 0.3820 1.5213 -0.4825
S -0.7125 -0.4066 -0.3366
H 1.2195 -1.8028 0.1691

***

ORCA calculation (ωB97M-V/def2-TZVPD) on a molecular structure, C24H38CuN7O2.

Results
Total charge: -1
E_HOMO (alpha / beta) in Eh: -0.0294 / -0.1222
Spin multiplicity: 2
Gap between HOMO and LUMO (alpha / beta) in eV: 3.487 / 6.010
Total energy in a.u.: -3111.54917
Energy relative to the best compared isomer or geometry (same formula, charge and spin) in kcal per mole: 1.9

Atoms and positions in Å:
Cu 0.3589 1.2219 -0.9534
N 1.0871 1.9907 1.8472
C 2.5390 1.9177 1.9657
C 3.1953 1.1238 0.8406
N 2.7622 1.4619 -0.5003
C 3.2004 2.7388 -1.0170
C 2.0771 3.7716 -0.9794
N 0.8764 3.2277 -1.6136
H 0.6615 2.2828 2.7171
H 0.6723 1.1048 1.5704
H 2.8808 1.4509 2.8999
H 2.9257 2.9438 1.9692
H 2.9802 0.0594 0.9710
H 4.2842 1.2514 0.9703
H 3.0206 0.6916 -1.1193
H 3.5084 2.6050 -2.0594
H 4.0723 3.1288 -0.4700
H 2.4249 4.6981 -1.4541
H 1.8156 3.9988 0.0560
H 0.9940 3.1230 -2.6159
H 0.0683 3.8212 -1.4648
C -1.3368 0.1044 -0.7649
H -2.1187 0.3053 -0.0239
H -1.8596 0.0447 -1.7339
O 3.4170 -1.0784 -1.9637
C 2.2883 -1.5082 -1.6303
N 2.0519 -2.8828 -1.3692
C 0.7658 -3.0621 -0.7030
C 0.2534 -1.6673 -0.8717
O -0.9786 -1.3028 -0.4506
N 1.1679 -0.8188 -1.4303
C 0.9846 -3.4704 0.7739
C 1.3892 -4.7624 1.0928
C 1.7284 -5.1026 2.3961
C 1.6518 -4.1492 3.4031
C 1.2322 -2.8636 3.0970
C 0.9039 -2.5261 1.7877
C -0.1458 -4.0563 -1.4251
C 0.1004 -4.4303 -2.7445
C -0.7898 -5.2446 -3.4290
C -1.9545 -5.6907 -2.8145
C -2.2123 -5.3135 -1.5042
C -1.3157 -4.5071 -0.8150
H 2.8357 -3.4630 -1.1207
H 1.4282 -5.5105 0.3071
H 2.0474 -6.1123 2.6279
H 1.9193 -4.4092 4.4206
H 1.1579 -2.1172 3.8798
H 0.5718 -1.5255 1.5328
H 0.9996 -4.0655 -3.2247
H -0.5759 -5.5285 -4.4533
H -2.6532 -6.3200 -3.3525
H -3.1200 -5.6466 -1.0141
H -1.5273 -4.2104 0.2056
C -3.7950 4.9402 0.6237
C -2.9729 3.6621 0.7600
C -3.8858 2.4354 0.6818
C -2.2389 3.6705 2.0970
N -1.9125 3.6572 -0.2667
N -2.3421 3.4009 -1.6150
H -4.5386 5.0026 1.4219
H -4.3357 4.9742 -0.3259
H -3.1418 5.8130 0.6781
H -4.5728 2.4140 1.5316
H -3.2954 1.5175 0.6922
H -4.4861 2.4394 -0.2301
H -2.9431 3.7858 2.9238
H -1.5196 4.4913 2.1249
H -1.6922 2.7350 2.2373
H -1.2691 2.8850 -0.0640
H -3.1127 4.0189 -1.8318
H -2.6577 2.4350 -1.6840

***

ORCA calculation (ωB97M-V/def2-TZVPD) on a molecular structure, C35H35AsF6N3NaO2P at a distorted geometry.

Results
E_HOMO (alpha / beta) in Eh: -0.3008 / -0.3008
Spin multiplicity: 2
Gap between HOMO and LUMO (alpha / beta) in eV: 8.509 / 7.893
Total energy in a.u.: -5008.20344
Energy relative to the best compared isomer or geometry (same formula, charge and spin) in kcal per mole: 18.8

Atoms and positions in Å:
Na 10.6766 12.6972 10.6475
N 13.1129 13.2387 11.0959
C 14.3272 13.7035 10.3220
C 15.2507 12.7421 9.8783
C 16.3563 13.1610 9.1184
C 16.5096 14.5256 8.8102
C 15.5247 15.4503 9.1879
C 14.4792 15.0714 9.9826
C 13.5743 16.1352 10.5999
C 13.8165 16.8252 11.8342
C 12.8019 17.6664 12.2455
C 11.5822 17.9101 11.6265
C 11.3384 17.1925 10.4333
C 12.3729 16.4266 9.9742
H 13.3245 12.3684 11.5640
H 12.8586 13.9415 11.8242
H 14.9813 11.7166 10.0556
H 17.0081 12.4272 8.7106
H 17.4234 14.8557 8.2631
H 15.6868 16.5248 8.9860
H 14.6803 16.7445 12.4330
H 12.9202 18.3131 13.1581
H 10.9187 18.6116 12.0899
H 10.4007 17.2946 9.8931
N 9.5458 10.5729 12.1305
C 9.2485 9.8519 11.0226
C 7.8892 9.8393 10.6071
C 7.5367 9.2294 9.4562
C 8.4654 8.5538 8.6452
C 9.8099 8.5961 9.0208
C 10.1735 9.2971 10.1176
P 11.8522 9.7370 10.6878
C 12.2453 8.4949 11.9653
C 13.4750 8.6588 12.5660
C 14.0565 7.7389 13.4085
C 13.3374 6.5894 13.6971
C 12.0866 6.3769 13.1228
C 11.5583 7.3095 12.2485
C 13.0841 9.3881 9.3966
C 13.8035 8.2132 9.2689
C 14.7093 8.0768 8.2680
C 14.9044 9.0386 7.3441
C 14.2770 10.2640 7.5162
C 13.3930 10.4519 8.5582
H 8.7638 11.0272 12.6628
H 10.3836 10.5703 12.6442
H 7.2063 10.4075 11.2433
H 6.4663 9.3061 9.2401
H 8.0590 8.0996 7.7314
H 10.5399 8.1702 8.2827
H 14.0549 9.5767 12.3648
H 15.0549 7.9069 13.8597
H 13.7461 5.9043 14.3792
H 11.5075 5.4217 13.3291
H 10.6582 7.1250 11.8415
H 13.6691 7.4402 10.0079
H 15.2945 7.2085 8.1403
H 15.6110 8.8155 6.5357
H 14.3845 11.0642 6.8118
H 12.9557 11.4700 8.6599
F 9.1675 14.1721 11.6202
As 7.7865 14.5453 10.6013
F 8.6797 15.9878 10.1679
F 6.9774 15.4110 11.8585
F 6.4866 14.9435 9.5828
F 7.0635 13.0286 11.0561
F 8.7137 13.7253 9.3374
O 11.3012 15.1319 13.7656
C 10.5493 14.1199 14.1695
O 10.8943 12.9711 13.9104
C 9.2322 14.3897 14.8515
N 8.7096 15.7082 14.5378
C 7.7175 16.0544 15.5548
C 8.2413 15.4643 16.9248
C 9.3920 14.5230 16.4047
H 8.5732 13.6588 14.4004
H 8.3827 15.7109 13.5846
H 10.7900 15.9410 14.0096
H 6.7707 15.5693 15.3683
H 7.4920 17.1207 15.6369
H 7.5272 14.8353 17.3361
H 8.6168 16.1871 17.6632
H 9.6333 13.5695 16.8346
H 10.4629 14.9296 16.5796

***

ORCA calculation (ωB97M-V/def2-TZVPD) on a gas-phase ion, C4H7O3 (charge -1) at a distorted geometry.

Results
SMILES: C[C@@H](O)CC(=O)[O-]
Total charge: -1
E_HOMO in Eh: -0.1568
Spin multiplicity: 1
Gap between HOMO and LUMO in eV: 8.255
Total energy in a.u.: -382.39891
Energy relative to the best compared isomer or geometry (same formula, charge and spin) in kcal per mole: 6.1

Atoms and positions in Å:
C -0.0534 0.8105 2.3720
C -0.2939 0.6228 0.8714
O 0.1898 1.8465 0.2463
C 0.4136 -0.5938 0.3061
C 0.0168 -0.9649 -1.1493
O 0.4761 -2.0337 -1.5876
O -0.7318 -0.1275 -1.7082
H 0.4226 -0.0622 2.8238
H -0.9295 1.0221 3.0020
H 0.5285 1.7139 2.5346
H -1.3468 0.6200 0.6501
H 0.3075 1.5904 -0.6863
H 0.2254 -1.3928 1.0080
H 1.4881 -0.4339 0.3966

***

ORCA calculation (ωB97M-V/def2-TZVPD) on a single C4H7NO3 molecule at a distorted geometry.

Results
SMILES: O=CNC(=O)CCO
E_HOMO in Eh: -0.3782
Spin multiplicity: 1
Gap between HOMO and LUMO in eV: 10.798
Total energy in a.u.: -437.07563
Energy relative to the best compared isomer or geometry (same formula, charge and spin) in kcal per mole: 42.5

Atoms and positions in Å:
O 3.1847 1.8123 0.8720
C 2.2938 1.0435 0.6825
N 1.1663 1.5149 -0.0755
C -0.0902 0.9727 -0.2287
O -0.9576 1.5778 -0.8509
C -0.4714 -0.4502 0.2828
C -1.4751 -1.0397 -0.6443
O -1.8377 -2.2840 -0.2207
H 2.2167 0.0259 0.8767
H 1.1969 2.4961 -0.5241
H -0.7435 -0.5331 1.3016
H 0.4281 -1.0313 0.3143
H -2.4634 -0.4881 -0.5541
H -1.1894 -1.0324 -1.7044
H -1.2581 -2.5845 0.4726

***

ORCA calculation (ωB97M-V/def2-TZVPD) on a single C17H14N4OS molecule at a distorted geometry.

Results
SMILES: Cc1nc2ccccn2c1-c1csc(Nc2cccc(O)c2)n1
E_HOMO in Eh: -0.2679
Spin multiplicity: 1
Gap between HOMO and LUMO in eV: 7.769
Total energy in a.u.: -1348.69849
Energy relative to the best compared isomer or geometry (same formula, charge and spin) in kcal per mole: 0.0

Atoms and positions in Å:
C -3.8475 -2.8930 0.4363
C -3.7784 -1.4217 0.2411
N -4.9017 -0.6860 0.2605
C -4.5324 0.5716 0.0789
C -5.3087 1.7342 0.0112
C -4.6880 2.9360 -0.1883
C -3.2860 2.9920 -0.3235
C -2.5375 1.8564 -0.2554
N -3.1477 0.6663 -0.0555
C -2.6573 -0.6112 0.0431
C -1.2603 -0.9487 -0.0324
C -0.7501 -2.2089 -0.1681
S 0.9765 -2.1785 -0.1961
C 0.8940 -0.4329 -0.0242
N 1.9537 0.4087 0.0580
C 3.3246 0.2060 0.0031
C 3.9265 -1.0183 -0.2683
C 5.3074 -1.1105 -0.3041
C 6.1082 -0.0104 -0.0776
C 5.5127 1.2199 0.1903
O 6.3194 2.2910 0.4075
C 4.1319 1.3235 0.2288
N -0.3088 0.0340 0.0437
H -3.1378 -3.2146 1.1969
H -4.8555 -3.1529 0.7467
H -3.6238 -3.4160 -0.4934
H -6.3764 1.6415 0.1182
H -5.2629 3.8471 -0.2444
H -2.7982 3.9401 -0.4827
H -1.4634 1.8327 -0.3463
H -1.2578 -3.1420 -0.2734
H 1.6667 1.3661 0.2178
H 3.3355 -1.8967 -0.4575
H 5.7633 -2.0655 -0.5154
H 7.1830 -0.0756 -0.1035
H 5.7884 3.0771 0.5828
H 3.6712 2.2818 0.4375

***

ORCA calculation (ωB97M-V/def2-TZVPD) on a single C4H5NO molecule at a distorted geometry.

Results
E_HOMO in Eh: -0.3435
Spin multiplicity: 1
Gap between HOMO and LUMO in eV: 9.839
Total energy in a.u.: -285.25787
Energy relative to the best compared isomer or geometry (same formula, charge and spin) in kcal per mole: 98.3

Atoms and positions in Å:
N -1.2082 2.1175 0.7847
C -0.4085 1.1412 0.8877
C -0.6841 0.3874 -0.8144
C 0.0654 -0.5564 -0.6341
C 0.9751 -1.5937 -0.4077
O 0.3914 0.5367 1.5519
H -1.1210 2.5968 1.6832
H -1.3459 0.9096 -1.4510
H 0.6144 -1.7974 -1.4794
H 2.0388 -1.3356 -0.3844
H 0.6826 -2.4060 0.2635